Record 1
The following is a DFT calculation (the ωB97M-V functional and the def2-TZVPD basis) of a molecular structure, C5H12O.

Positions of all 18 atoms, in Å:
C: -2.38 0.66 -0.06
C: -1.31 -0.24 -0.68
C: -0.42 -0.91 0.34
C: 0.86 -1.39 -0.01
O: 1.76 -0.04 0.97
C: 2.32 0.99 0.19
H: -3.04 0.08 0.60
H: -3.00 1.13 -0.82
H: -1.92 1.46 0.55
H: -0.70 0.35 -1.38
H: -1.81 -1.00 -1.29
H: 0.54 -0.03 0.99
H: -0.94 -1.47 1.13
H: 1.32 -2.23 0.52
H: 1.28 -1.19 -0.99
H: 2.49 1.88 0.80
H: 1.66 1.27 -0.64
H: 3.29 0.67 -0.22

The calculation puts the orbital gap at 9.1 eV.

Record 2
The following is a DFT calculation (the ωB97M-V functional and the def2-TZVPD basis) of a molecular structure, C5H6N at a distorted geometry.

Positions of all 12 atoms, in Å:
C: 2.64 1.37 0.67
C: 1.91 0.58 -0.02
C: -1.42 -1.81 -2.07
C: 1.39 1.74 1.59
C: 0.20 1.07 0.99
N: 0.58 0.35 -0.06
H: -2.21 -1.14 -1.85
H: -0.65 -1.42 -2.68
H: 1.72 1.27 2.54
H: 1.50 2.83 1.88
H: -0.83 1.21 1.41
H: -1.34 -2.58 -1.36

The calculation puts the orbital gap (spin up / spin down) at 7.4 / 3.2 eV. Its charge is +1.

Record 3
The following is a DFT calculation (the ωB97M-V functional and the def2-TZVPD basis) of a molecular structure, C17H28ClHfN6O6 at a distorted geometry.

Positions of all 59 atoms, in Å:
Hf: -0.07 -0.48 -0.18
O: 0.40 2.07 -0.28
C: -0.26 1.74 0.70
O: -1.31 0.94 0.53
C: 0.30 1.87 2.12
C: -0.48 0.90 3.03
C: -0.06 1.01 4.49
C: 1.32 0.32 4.48
C: 1.48 -0.03 3.01
O: 0.12 -0.36 2.58
C: 1.77 1.23 2.17
C: 2.39 0.81 0.84
O: 3.34 1.33 0.36
O: 1.78 -0.30 0.31
H: 0.29 2.91 2.43
H: -1.54 0.90 2.85
H: -0.77 0.47 5.11
H: -0.04 2.04 4.82
H: 1.32 -0.58 5.09
H: 2.13 0.97 4.82
H: 2.16 -0.85 2.81
H: 2.48 1.90 2.64
Cl: -0.01 -1.24 -3.51
C: 0.34 0.07 -2.28
H: -0.24 0.93 -2.60
H: 1.38 0.33 -2.43
C: -4.29 -0.66 -3.47
N: -3.10 -0.96 -2.69
C: -3.04 -0.99 -1.38
N: -4.14 -0.75 -0.65
O: -1.97 -1.30 -0.78
H: -4.07 -0.82 -4.52
H: -4.60 0.38 -3.34
H: -5.11 -1.32 -3.19
H: -2.22 -1.18 -3.16
H: -5.00 -0.44 -1.07
H: -4.05 -0.70 0.35
C: -0.93 -3.44 0.96
N: -0.71 -4.86 1.12
C: -0.47 -5.45 -0.21
N: 0.70 -4.85 -0.87
C: 0.48 -3.43 -1.02
N: 0.24 -2.73 0.31
C: 1.45 -3.05 1.18
N: 1.67 -4.47 1.32
C: 0.49 -5.07 1.94
C: 1.87 -5.06 -0.01
H: -1.08 -2.98 1.94
H: -1.81 -3.27 0.34
H: -1.35 -5.29 -0.84
H: -0.31 -6.52 -0.10
H: -0.39 -3.27 -1.64
H: 1.35 -2.98 -1.50
H: 1.26 -2.61 2.15
H: 2.32 -2.58 0.73
H: 0.33 -4.64 2.92
H: 0.65 -6.14 2.05
H: 2.04 -6.13 0.11
H: 2.75 -4.62 -0.48

The calculation puts the orbital gap at 9.2 eV. Its charge is +1.

Record 4
The following is a DFT calculation (the ωB97M-V functional and the def2-TZVPD basis) of 2 unconnected molecules or ions with the total composition C3H4N3O2 at a distorted geometry.

Positions of all 12 atoms, in Å:
C: -1.19 0.89 -0.64
C: 1.73 -0.10 -0.35
C: -1.76 -0.45 -0.57
N: -1.31 2.03 -0.74
N: 0.58 0.16 0.15
N: -2.64 -0.90 0.24
O: 2.88 0.52 0.39
O: 2.05 -0.70 -1.35
H: -1.44 -0.94 -1.41
H: 3.45 0.90 -0.33
H: 0.74 0.48 1.10
H: -2.66 -0.19 0.96

The calculation puts the orbital gap at 8.6 eV. Its charge is -1.

Record 5
The following is a DFT calculation (the ωB97M-V functional and the def2-TZVPD basis) of a molecular structure, C21H43Br10InNO2S2 at a distorted geometry.

Positions of all 80 atoms, in Å:
O: 4.65 -0.67 0.48
C: 3.92 -1.72 -0.26
C: 2.88 -1.08 -1.35
C: 3.56 -0.10 -2.47
In: 2.59 1.93 -2.70
C: 0.47 1.84 -3.59
C: 0.04 0.26 -3.68
C: -1.55 -0.03 -3.35
S: -2.72 0.42 -4.75
C: -4.28 -0.59 -4.45
S: -4.86 -1.54 -5.74
N: -5.09 -0.61 -3.16
C: -5.24 0.76 -2.54
C: -5.90 0.78 -1.04
O: -5.13 -0.09 -0.14
C: -5.19 -1.47 -0.65
C: -4.60 -1.65 -2.18
H: 5.62 -0.85 0.31
H: 3.26 -2.29 0.55
H: 4.61 -2.54 -0.74
H: 2.01 -0.50 -0.77
H: 2.35 -1.97 -1.94
H: 3.52 -0.66 -3.53
H: 4.72 0.06 -2.26
H: 3.58 2.83 -3.95
H: 2.49 2.90 -1.18
H: 0.51 2.26 -4.70
H: -0.32 2.41 -2.93
H: 0.66 -0.31 -2.85
H: 0.25 -0.24 -4.73
H: -1.63 -1.22 -3.22
H: -1.95 0.52 -2.39
H: -5.99 1.36 -3.25
H: -4.24 1.37 -2.49
H: -5.94 1.85 -0.57
H: -6.99 0.33 -1.10
H: -4.46 -2.11 0.05
H: -6.25 -1.98 -0.53
H: -3.42 -1.68 -2.06
H: -4.90 -2.76 -2.51
Br: -5.02 -3.57 2.96
C: -4.33 -1.75 3.12
C: -2.83 -1.75 3.25
Br: -2.27 -2.25 5.05
H: -4.84 -1.29 3.97
H: -4.64 -1.25 2.20
H: -2.43 -0.74 3.10
H: -2.33 -2.44 2.56
Br: -2.78 0.51 8.29
C: -4.32 -0.20 9.24
C: -4.71 -1.56 8.71
Br: -5.67 -1.40 7.01
H: -5.12 0.54 9.16
H: -4.01 -0.28 10.29
H: -5.42 -2.05 9.38
H: -3.86 -2.22 8.53
Br: -3.46 4.48 -2.08
C: -3.03 5.32 -3.79
C: -1.88 4.62 -4.47
Br: -0.18 5.12 -3.66
H: -2.84 6.38 -3.58
H: -3.95 5.23 -4.38
H: -1.80 4.94 -5.51
H: -1.95 3.53 -4.43
Br: 9.44 2.05 1.79
C: 7.55 1.77 2.17
C: 6.69 2.19 1.01
Br: 6.52 4.13 0.91
H: 7.33 2.32 3.09
H: 7.45 0.70 2.36
H: 5.66 1.82 1.13
H: 7.07 1.85 0.04
Br: 7.58 -1.83 -0.03
C: 8.58 -3.30 0.78
C: 7.77 -3.98 1.86
Br: 7.74 -2.92 3.50
H: 9.52 -2.88 1.14
H: 8.78 -3.99 -0.04
H: 8.22 -4.93 2.14
H: 6.72 -4.15 1.57

The calculation puts the orbital gap at 6.1 eV. Its charge is -1.

Record 6
The following is a DFT calculation (the ωB97M-V functional and the def2-TZVPD basis) of 2 unconnected molecules or ions with the total composition CF2N4 at a distorted geometry.

Positions of all 7 atoms, in Å:
C: 1.61 0.80 0.15
N: 2.15 -0.01 0.73
N: -2.27 -1.79 -0.51
N: -1.43 -1.13 -0.26
N: -0.43 -0.42 -0.01
F: 1.20 1.76 -0.58
F: -0.83 0.80 0.48

The calculation puts the orbital gap at 10.1 eV.